The following is a quantum chemistry calculation of a structure of composition C33H26BiCl3N5S2Sb, from OMol25.

Structure (XYZ):
```
71
Properties=species:S:1:pos:R:3:forces:R:3:mulliken_charge:R:1
Bi 0.9724 0.3935 0.5578 0.072 -0.139 0.278 0.871
S -0.0623 2.5705 1.1382 0.190 0.038 -0.276 -0.313
C 0.6406 3.4657 -0.2520 -0.214 -0.904 0.709 0.413
N 0.3073 4.7489 -0.2441 -0.102 0.686 -0.097 -0.541
N 0.7556 5.5643 -1.1094 0.231 -0.549 -0.128 0.437
C 0.4035 6.9132 -1.1453 -0.275 0.949 0.044 0.908
C 0.9776 7.7073 -2.1398 0.058 -0.362 0.033 -0.479
C 0.6723 9.0516 -2.2073 -0.078 0.094 0.057 -0.672
C -0.2136 9.6080 -1.2936 0.050 -0.066 -0.020 -0.465
C -0.7861 8.8128 -0.3049 -0.018 0.053 -0.063 -0.605
C -0.4872 7.4682 -0.2230 0.124 -0.308 -0.036 -0.231
N 1.3850 2.9187 -1.1842 0.270 0.283 -0.762 -0.196
N 1.6550 1.6653 -1.1844 -0.497 0.146 0.760 -0.227
C 2.4170 1.1214 -2.2284 0.496 -0.059 -0.781 0.917
C 3.0101 1.9304 -3.2030 -0.090 -0.018 0.242 -0.191
C 3.7712 1.3562 -4.2026 -0.057 -0.005 -0.041 -0.739
C 3.9422 -0.0207 -4.2577 -0.025 -0.096 0.017 -0.596
C 3.3363 -0.8304 -3.3073 0.089 0.040 -0.026 -0.775
C 2.5836 -0.2631 -2.2966 -0.212 0.267 0.232 0.371
H 1.4137 5.2469 -1.8238 -0.054 -0.150 0.043 0.176
H 1.6538 7.2681 -2.8638 0.056 -0.010 0.004 0.327
H 1.1281 9.6626 -2.9730 -0.026 0.021 -0.022 0.380
H -0.4620 10.6583 -1.3534 0.013 0.014 0.017 0.402
H -1.4770 9.2487 0.4027 -0.006 -0.005 0.018 0.384
H -0.9286 6.8387 0.5354 -0.023 0.027 0.043 0.446
H 2.8756 3.0000 -3.1556 0.031 0.018 -0.040 0.323
H 4.2225 1.9895 -4.9533 0.048 0.000 0.004 0.399
H 4.5393 -0.4675 -5.0394 0.008 0.021 -0.045 0.412
H 3.4497 -1.9046 -3.3573 0.005 -0.008 0.011 0.420
H 2.0946 -0.9038 -1.5702 0.021 -0.118 -0.030 -0.453
Cl -1.0592 -0.4272 6.2623 0.011 0.170 -0.191 -0.075
C -0.9608 0.8148 4.9971 0.068 0.311 0.782 0.849
Cl 0.5631 1.7325 5.1349 -0.269 -0.072 0.049 -0.066
Cl -2.3639 1.8852 5.0563 0.217 -0.156 -0.098 -0.056
C -0.8928 0.1401 3.7160 -0.009 -0.319 -0.541 -0.614
N -0.7593 -0.3987 2.7116 0.012 0.139 0.113 0.038
S -1.0016 -0.5923 -0.7058 -0.388 -0.561 -0.080 -0.469
Sb -1.2009 -2.6961 0.4317 0.257 -0.312 -0.324 1.745
C -1.4061 -4.3213 -0.9414 -0.111 0.565 0.356 0.542
C -2.1428 -4.2138 -2.1130 0.030 0.055 0.035 -0.621
C -2.3303 -5.3480 -2.8896 -0.050 0.050 -0.109 -0.560
C -1.7957 -6.5660 -2.4957 0.053 -0.003 0.096 -0.494
C -1.0569 -6.6601 -1.3239 -0.007 -0.005 -0.020 -0.704
C -0.8596 -5.5350 -0.5381 0.014 0.033 0.114 -0.219
C 0.8001 -3.0536 1.0977 -0.624 0.204 0.188 0.585
C 1.2060 -2.9339 2.4216 -0.019 -0.018 -0.067 -0.662
C 2.5523 -3.0799 2.7296 -0.007 0.030 0.129 -0.650
C 3.4794 -3.3360 1.7293 -0.014 -0.025 -0.057 -0.579
C 3.0645 -3.4705 0.4097 -0.045 0.042 0.047 -0.493
C 1.7214 -3.3284 0.0913 -0.036 -0.022 -0.174 -0.822
C -2.8283 -2.6384 1.8231 0.727 0.029 -0.394 0.452
C -3.8957 -1.7940 1.5656 -0.034 0.123 -0.102 -0.526
C -4.9162 -1.7060 2.5018 -0.043 -0.012 0.049 -0.670
C -4.8501 -2.4408 3.6786 0.044 -0.003 -0.088 -0.506
C -3.7881 -3.3062 3.9028 0.031 -0.010 0.121 -0.767
C -2.7646 -3.4111 2.9729 0.071 -0.073 -0.016 -0.188
H -2.5584 -3.2629 -2.4230 -0.037 -0.027 -0.038 0.378
H -2.8995 -5.2777 -3.8059 -0.017 -0.003 -0.021 0.419
H -1.9551 -7.4503 -3.0967 -0.008 0.015 -0.047 0.418
H -0.6362 -7.6078 -1.0169 -0.007 -0.008 -0.004 0.413
H -0.2865 -5.6137 0.3791 0.014 -0.024 -0.023 0.399
H 0.4854 -2.7320 3.2026 0.023 0.016 0.054 0.408
H 2.8720 -2.9935 3.7593 0.037 -0.014 0.008 0.473
H 4.5265 -3.4466 1.9760 0.003 -0.004 0.027 0.441
H 3.7802 -3.6949 -0.3698 0.016 0.004 0.007 0.447
H 1.3951 -3.4539 -0.9364 0.013 0.012 0.008 0.440
H -3.9411 -1.2066 0.6562 0.006 0.039 0.028 0.413
H -5.7674 -1.0653 2.3161 0.031 0.043 -0.027 0.424
H -5.6325 -2.3393 4.4182 -0.026 -0.061 -0.009 0.443
H -3.7459 -3.8971 4.8076 -0.024 -0.008 0.011 0.440
H -1.9406 -4.0927 3.1461 0.012 -0.001 0.063 0.473
```
Positions in Å, forces in eV/Å.

For the frontier orbital gap (spin up / spin down), the calculation gives 5.872 / 5.952 eV. The calculation puts the HOMO energy (spin up / spin down) at -12.6 / -12.7 eV. As for the LUMO energy (spin up / spin down): -6.7 / -6.7 eV. Its charge is +2.



The following is a quantum chemistry calculation of a structure of composition C33H26Br2CrN2O5P, from OMol25.

Structure (XYZ):
```
70
Properties=species:S:1:pos:R:3:forces:R:3:mulliken_spin:R:1
Cr 0.2375 -0.0126 -0.2469 0.018 -0.199 -0.348 3.465
Br 0.3192 0.6002 2.5630 0.135 -0.091 0.283 0.019
C -1.5897 0.8720 2.7836 0.107 -0.127 -0.171 0.002
Br -2.2899 2.0224 1.4261 -0.201 0.303 0.048 0.008
H -1.7397 1.3272 3.7521 -0.010 0.011 0.028 0.000
H -2.0288 -0.1170 2.6537 -0.048 0.056 0.098 -0.002
O -2.0801 -2.0378 2.1780 0.132 -0.004 0.087 0.005
C -1.4881 -1.9609 1.0994 -0.484 -0.129 0.057 -0.039
O -1.4495 -0.8749 0.4039 0.275 0.127 -0.056 0.007
C -0.9709 -3.2518 0.4976 0.160 -0.005 0.076 0.025
C -1.9022 -4.2910 0.5064 -0.024 -0.045 -0.018 -0.005
C -1.6111 -5.5177 -0.0670 0.026 0.046 -0.004 -0.003
C -0.3597 -5.7157 -0.6315 0.029 0.050 0.012 -0.003
C 0.5795 -4.6924 -0.6076 -0.043 -0.100 -0.019 0.001
C 0.3086 -3.4411 -0.0460 0.169 0.032 -0.063 -0.129
P 1.5687 -1.9273 -0.0871 -0.191 -0.102 0.187 -0.203
C 2.6228 -2.7010 -1.3589 0.220 -0.029 -0.087 0.012
C 3.7348 -3.4641 -1.0105 -0.035 0.017 -0.087 0.005
C 4.5409 -4.0281 -1.9918 0.003 -0.011 -0.041 0.001
C 4.2420 -3.8406 -3.3334 0.036 -0.027 0.026 -0.002
C 3.1359 -3.0805 -3.6889 -0.046 0.025 -0.021 0.002
C 2.3368 -2.5106 -2.7098 0.095 -0.080 0.102 0.013
C 2.3209 -2.2690 1.5566 -0.043 -0.036 0.187 0.001
C 3.4111 -1.4797 1.9433 0.011 -0.070 0.046 -0.018
C 4.0112 -1.6497 3.1819 -0.004 0.018 -0.030 0.007
C 3.5211 -2.5948 4.0735 0.029 0.011 0.038 -0.016
C 2.4349 -3.3723 3.7105 -0.068 -0.038 -0.044 0.011
C 1.8446 -3.2185 2.4608 0.131 0.057 -0.002 -0.029
H -2.8675 -4.1143 0.9633 0.006 0.011 0.006 -0.001
H -2.3550 -6.3048 -0.0770 0.002 -0.001 -0.006 0.000
H -0.1075 -6.6648 -1.0904 -0.012 -0.004 0.006 -0.001
H 1.5498 -4.8907 -1.0459 0.003 0.045 0.016 -0.004
H 3.9684 -3.6332 0.0332 0.007 0.022 0.023 -0.001
H 5.4024 -4.6200 -1.7058 -0.003 0.000 0.004 0.000
H 4.8666 -4.2850 -4.0989 0.001 0.002 0.004 0.000
H 2.8945 -2.9303 -4.7346 -0.006 0.004 0.010 0.000
H 1.4791 -1.9175 -2.9880 -0.111 0.089 -0.090 0.009
H 3.7704 -0.7224 1.2598 -0.023 -0.010 -0.016 -0.005
H 4.8593 -1.0329 3.4555 -0.004 -0.001 0.000 0.000
H 3.9793 -2.7203 5.0474 0.009 0.009 -0.005 -0.002
H 2.0360 -4.1054 4.4013 -0.005 0.002 -0.005 0.001
H 1.0007 -3.8377 2.2001 -0.058 -0.050 -0.013 -0.007
O -2.2770 -3.7604 -6.9332 0.052 -0.045 0.020 0.002
C -2.4728 -3.8680 -5.5856 -0.194 0.144 -0.115 0.001
O -3.0519 -4.8303 -5.1608 0.072 -0.053 0.025 0.015
C -1.9702 -2.7465 -4.7598 0.066 0.070 0.002 0.071
C -1.8282 -2.9382 -3.3839 0.054 0.080 0.000 -0.021
C -1.3490 -1.9292 -2.5799 -0.006 -0.082 0.163 0.113
C -0.9841 -0.6725 -3.0860 -0.006 0.117 -0.016 -0.113
C -1.1743 -0.4713 -4.4725 0.096 0.021 0.170 0.115
C -1.6466 -1.4891 -5.2764 -0.023 -0.102 0.002 -0.039
N -0.4637 0.2700 -2.2070 -0.080 -0.020 -0.309 0.122
C -0.2827 1.5318 -2.6357 -0.059 -0.095 0.092 0.320
C 0.2567 2.5245 -1.7986 -0.020 -0.041 -0.012 0.032
C 0.4694 3.8497 -2.2511 0.013 0.022 0.008 0.097
C 1.0647 4.7591 -1.4214 0.002 -0.022 0.016 -0.014
C 1.4548 4.3594 -0.1342 -0.012 0.012 -0.007 0.168
C 1.1891 3.0600 0.2509 -0.035 0.009 -0.030 -0.032
N 0.5897 2.1623 -0.5276 0.157 0.030 -0.065 0.133
H -1.7069 -3.0032 -7.1073 0.004 -0.013 -0.003 0.000
H -2.0925 -3.8959 -2.9543 0.004 -0.001 0.013 -0.004
H -1.2535 -2.0869 -1.5183 -0.019 0.004 -0.107 -0.024
H -0.9433 0.4708 -4.9429 0.048 0.063 -0.008 0.015
H -1.7891 -1.2592 -6.3285 -0.007 -0.023 0.000 -0.003
H -0.5650 1.8343 -3.6335 -0.062 0.002 -0.082 0.063
H 0.1682 4.1193 -3.2553 0.000 -0.017 -0.006 0.002
H 1.2397 5.7735 -1.7583 -0.002 0.003 0.001 0.000
H 1.9425 5.0392 0.5492 -0.002 -0.003 0.005 0.012
H 1.4610 2.7201 1.2404 0.014 -0.016 0.023 0.000
O 2.1794 -0.4107 -0.2732 -0.237 0.182 0.000 -0.155
```
Positions in Å, forces in eV/Å.

For the frontier orbital gap (spin up / spin down), the calculation gives 5.862 / 5.694 eV. The calculation puts the HOMO energy (spin up / spin down) at -3.4 / -3.8 eV. As for the LUMO energy (spin up / spin down): 2.4 / 1.9 eV. As for the spin multiplicity: 5. The expectation value of S² is 6.3302. Its charge is -1.



The following is a quantum chemistry calculation of a structure of composition C33H26BrCaN3O8S4Te, from OMol25.

Structure (XYZ):
```
77
Properties=species:S:1:pos:R:3:forces:R:3:mulliken_charge:R:1
Ca -0.8862 1.5460 0.4066 0.130 -0.270 -0.689 1.386
O -4.9718 3.1454 1.5301 -0.062 -0.210 -0.014 -0.537
C -3.7655 2.5655 1.4536 0.033 0.288 0.068 0.497
O -2.9529 2.8847 0.6217 0.019 0.006 0.048 -0.569
C -3.4618 1.6886 2.6353 0.099 0.147 0.052 -1.143
O -2.2424 1.0664 2.3612 -0.053 0.122 0.328 0.862
C -1.7053 0.3202 3.4456 0.014 -0.050 0.002 -0.618
C -0.4769 -0.4837 2.9766 -0.182 -0.173 -0.064 0.135
O -0.1993 -1.4575 3.6777 0.203 0.100 0.014 -0.820
O 0.0934 -0.0640 1.9259 -0.122 0.143 -0.040 -0.394
H -5.0570 3.6719 0.7227 -0.009 0.028 -0.052 0.437
H -4.2682 0.9760 2.8154 -0.021 -0.022 -0.111 0.416
H -3.3845 2.3616 3.5055 0.041 -0.069 0.036 0.451
H -2.4525 -0.3791 3.8288 -0.017 0.000 -0.024 0.316
H -1.4036 1.0003 4.2530 -0.010 0.003 -0.004 0.259
C 3.9260 0.4092 -3.2353 0.034 0.021 0.048 -0.609
C 4.5473 0.9114 -2.0956 -0.036 -0.031 -0.058 -0.548
C 3.8020 1.4323 -1.0519 -0.026 0.032 0.046 -0.547
C 2.3968 1.4596 -1.1187 0.068 0.097 0.003 -0.755
C 1.7840 0.9728 -2.2795 -0.051 -0.016 0.006 0.513
C 2.5377 0.4521 -3.3161 -0.013 -0.008 -0.037 -0.824
N 1.5808 1.9395 -0.0942 0.105 -0.068 0.079 1.212
N 2.2863 2.4246 0.9077 0.027 0.161 0.110 -0.755
C 1.5945 3.0348 1.8951 0.046 -0.288 -0.076 -0.001
C 2.3444 3.4720 3.0215 -0.022 0.110 -0.012 -0.819
C 1.7201 4.1328 4.0387 -0.021 0.001 0.015 -0.225
C 0.3342 4.3691 3.9610 0.005 0.003 0.007 -0.909
C -0.3280 3.8837 2.8557 -0.035 0.000 -0.019 -0.556
N 0.2518 3.2248 1.8495 -0.062 -0.083 0.103 0.333
H 4.5133 -0.0027 -4.0470 -0.001 -0.002 -0.003 0.358
H 5.6290 0.8886 -2.0174 0.003 0.002 0.004 0.339
H 4.2778 1.8133 -0.1604 0.015 -0.004 -0.015 0.393
H 0.7045 0.9986 -2.3492 -0.008 0.006 -0.029 0.289
H 2.0335 0.0791 -4.2006 -0.010 0.006 0.004 0.465
H 3.4046 3.2596 3.0313 -0.001 0.012 -0.005 0.445
H 2.2845 4.4683 4.9017 0.008 -0.003 -0.003 0.345
H -0.2034 4.8960 4.7374 0.005 0.000 0.002 0.411
H -1.4021 4.0267 2.7605 0.004 -0.010 -0.015 0.397
O -0.0289 4.6783 -6.6379 -0.009 0.024 0.004 -0.645
C -0.2526 4.2839 -5.5158 0.071 -0.059 -0.024 0.587
S -1.1463 2.8066 -5.1578 -0.035 0.060 0.055 -0.153
C -1.1151 2.8971 -3.3921 -0.002 -0.099 -0.089 0.107
C -0.4334 4.0061 -2.8599 0.067 0.086 -0.016 0.084
S -0.2557 4.3911 -1.2495 -0.042 -0.069 0.067 -0.283
S 0.2987 5.0927 -4.0539 -0.075 -0.016 -0.001 -0.182
S -1.8658 1.6604 -2.5468 0.030 0.043 0.012 -0.406
C 1.2390 -3.1045 -1.9870 0.031 0.092 0.029 -1.393
Te 0.5757 -1.8620 -0.3467 -0.083 -0.080 0.011 0.180
C 2.6684 -1.8464 0.0857 -0.078 -0.019 0.064 -0.577
C 3.2147 -3.1301 -0.4722 0.027 0.008 0.000 0.580
C 4.3932 -3.7033 -0.0070 0.005 -0.008 0.007 -0.672
C 4.8708 -4.8885 -0.5495 -0.008 -0.030 -0.027 -0.491
C 4.1695 -5.5111 -1.5730 0.013 0.013 0.020 -0.497
C 2.9954 -4.9409 -2.0466 -0.008 0.015 0.004 -0.654
C 2.5084 -3.7558 -1.5052 -0.004 -0.015 -0.045 0.623
H 1.4339 -2.4734 -2.8571 0.013 0.011 0.004 0.360
H 0.4803 -3.8395 -2.2529 0.001 0.002 0.007 0.569
H 2.8193 -1.7460 1.1586 -0.007 -0.012 -0.004 0.658
H 3.1070 -0.9843 -0.4160 0.030 0.029 0.009 -0.138
H 4.9360 -3.2201 0.7975 -0.012 0.014 -0.001 0.428
H 5.7837 -5.3303 -0.1676 0.001 0.003 0.001 0.369
H 4.5305 -6.4413 -1.9959 0.001 0.000 0.002 0.367
H 2.4396 -5.4259 -2.8418 0.005 0.000 0.000 0.410
Br -5.3791 -6.3647 0.6228 0.001 0.012 0.001 -0.270
C -4.8266 -4.5417 0.4577 0.003 -0.040 0.005 0.216
C -3.5088 -4.2103 0.7145 -0.008 0.018 0.000 -0.820
C -3.1171 -2.8847 0.5754 -0.005 0.014 -0.025 -0.161
C -4.0337 -1.9083 0.2065 0.037 0.025 -0.032 0.276
C -5.3564 -2.2685 -0.0212 -0.014 -0.037 0.023 -0.355
C -5.7623 -3.5909 0.0877 -0.001 0.029 -0.008 -0.553
C -3.6119 -0.4461 0.0888 -0.083 -0.104 0.007 0.007
O -4.5045 0.3895 0.3386 0.042 0.050 0.007 -0.777
O -2.4140 -0.2397 -0.2263 -0.014 0.073 0.229 -0.144
H -2.7970 -4.9668 1.0154 0.002 0.000 -0.002 0.465
H -2.0896 -2.5997 0.7614 0.011 -0.017 0.002 0.420
H -6.0635 -1.4908 -0.2790 0.004 0.002 -0.004 0.434
H -6.7869 -3.8791 -0.1057 0.000 -0.003 0.003 0.405
```
Positions in Å, forces in eV/Å.

For the frontier orbital gap (spin up / spin down), the calculation gives 4.970 / 5.728 eV. The calculation puts the HOMO energy (spin up / spin down) at -1.3 / -2.1 eV. As for the LUMO energy (spin up / spin down): 3.6 / 3.6 eV. Its charge is -2.